107
Properties=species:S:1:pos:R:3:forces:R:3:lowdin_charge:R:1 method="wB97M-V/def2-TZVPD" charge=+1 de_lowest_ev=0.000 e_homo_ev=-9.954
Zn 0.07678 0.10318 -0.18160 0.0 0.2 0.1 0.62
C -5.16869 5.74902 1.58448 0.0 0.1 0.0 -0.06
O -4.58102 4.55025 1.10685 0.0 0.0 0.0 -0.09
C -5.27445 3.82842 0.18297 0.0 0.0 -0.1 -0.22
C -6.49894 4.18850 -0.34984 0.0 0.0 0.1 -0.02
C -7.09937 3.38541 -1.31465 0.0 0.0 0.0 -0.08
C -6.46944 2.23631 -1.74820 0.0 0.0 0.0 -0.08
C -5.23255 1.87475 -1.22307 0.0 0.1 0.1 -0.02
C -4.63141 2.65693 -0.25026 0.0 -0.1 0.0 -0.15
N -3.36649 2.41364 0.32454 0.1 0.2 -0.1 0.16
C -2.48171 1.39710 0.08018 -0.1 -0.1 0.0 -0.33
N -3.01574 0.15778 -0.03099 0.1 0.1 0.1 0.17
C -2.41796 -1.13747 -0.02818 0.0 -0.1 -0.3 -0.18
C -1.13992 -1.41223 -0.31475 0.0 0.0 0.2 -0.15
C -0.61262 -2.77552 -0.01002 -0.2 0.0 -0.1 -0.22
C -1.57066 -3.98262 -0.04534 0.0 0.0 0.0 -0.12
C -3.05696 -3.65508 0.20548 0.0 0.0 -0.1 -0.08
C -3.39292 -2.17131 0.50244 0.1 0.1 0.1 -0.29
O -4.69253 -1.73153 0.16143 0.0 -0.1 0.0 -0.13
C -5.76895 -2.63558 0.35783 0.0 0.0 0.0 -0.06
N -1.19249 1.62684 0.06214 0.2 0.2 -0.6 0.05
C -0.65348 2.95093 0.05776 0.0 0.0 0.2 -0.20
C 0.30169 3.22808 1.02889 0.0 0.1 0.0 -0.04
C 0.95372 4.45058 1.08861 0.1 -0.1 0.1 -0.08
C 0.65229 5.42195 0.15701 0.0 0.1 0.0 -0.07
C -0.28336 5.16987 -0.83571 0.1 0.1 0.1 -0.02
C -0.93418 3.94356 -0.90821 0.2 -0.2 0.4 -0.23
O -1.83212 3.65948 -1.87416 -0.2 -0.1 -0.1 -0.07
C -2.10764 4.73054 -2.76408 -0.1 0.0 -0.1 -0.06
H -4.48094 6.14435 2.32624 0.0 0.0 0.0 0.10
H -6.13501 5.55669 2.05504 0.0 0.0 0.0 0.10
H -5.29372 6.47858 0.78112 0.0 0.0 0.0 0.10
H -6.99177 5.09141 -0.01982 0.0 0.0 0.0 0.11
H -8.05751 3.67318 -1.72530 0.0 0.0 0.0 0.11
H -6.92813 1.61324 -2.50428 0.0 0.0 0.0 0.11
H -4.73756 0.99050 -1.59086 0.0 -0.1 -0.1 0.09
H -2.93173 3.25950 0.66860 0.0 0.0 0.0 0.14
H -4.01487 0.11110 0.11686 0.0 0.0 0.1 0.12
H 0.30316 -2.98160 -0.56529 0.0 0.0 0.1 0.12
H -1.37621 -4.74588 -0.79440 0.0 0.0 0.0 0.14
H -3.77591 -4.18511 -0.41315 0.0 0.0 0.0 0.14
H -6.67120 -2.03226 0.42440 0.0 0.0 0.0 0.10
H -5.66014 -3.21345 1.27825 0.0 0.0 0.0 0.09
H -5.86204 -3.32340 -0.48435 0.0 0.0 0.0 0.09
H 0.52804 2.45240 1.75134 0.0 0.0 0.0 0.07
H 1.68928 4.63747 1.85906 0.0 0.0 0.0 0.11
H 1.14573 6.38403 0.18831 0.0 0.0 0.0 0.11
H -0.49280 5.93663 -1.56747 0.1 0.0 0.1 0.10
H -2.89298 4.38663 -3.41680 -0.2 -0.2 -0.2 0.09
H -1.22480 4.99534 -3.35245 -0.1 0.0 0.0 0.10
H -2.46112 5.61184 -2.22332 0.0 0.0 0.0 0.10
N 1.80605 -0.96279 2.39603 0.0 0.0 0.0 -0.10
P 0.20367 -0.36706 2.57734 -0.2 -0.4 0.3 1.06
C -0.84464 -1.85427 2.41436 0.0 0.0 -0.1 -0.32
C -2.13473 -1.66002 2.69923 0.0 0.0 0.1 -0.04
C -3.20676 -2.47350 2.07105 0.0 0.0 -0.1 -0.12
C -2.86223 -3.93280 1.71976 0.0 -0.1 0.0 -0.11
C -1.36324 -4.22025 1.47620 0.0 0.0 0.0 -0.11
C -0.40866 -2.99810 1.54902 0.0 0.0 0.0 -0.18
C 0.06262 -0.02473 4.35985 0.0 0.1 -0.1 -0.37
C -0.35305 1.24782 4.74246 0.1 0.0 0.0 -0.10
C -0.55513 1.54382 6.08441 0.0 0.0 0.0 -0.07
C -0.33832 0.56829 7.04447 0.0 0.0 0.0 -0.07
C 0.08169 -0.70297 6.66938 0.0 -0.1 0.0 -0.07
C 0.27375 -1.00237 5.33174 0.0 0.0 0.0 -0.09
C 2.63900 -0.57633 1.37416 0.0 0.1 -0.1 -0.35
C 4.00309 -0.90006 1.43965 0.1 0.0 0.0 0.00
C 4.84727 -0.49346 0.43783 0.0 0.0 0.0 -0.04
C 4.34085 0.25755 -0.62240 0.0 0.0 0.0 -0.05
C 2.99712 0.52334 -0.63489 0.1 0.1 0.1 -0.15
N 2.13895 0.09803 0.31826 -0.2 -0.2 0.0 0.04
H 2.25233 -1.46163 3.15191 0.1 0.0 -0.1 0.11
H -2.43792 -0.79041 3.27894 0.0 0.0 0.0 0.12
H -4.15646 -2.36358 2.59341 0.0 0.0 0.0 0.14
H -3.41356 -4.70402 2.25258 0.0 0.0 0.0 0.15
H -0.98154 -5.14968 1.89035 0.0 0.0 0.0 0.14
H 0.61739 -3.28807 1.77822 0.0 0.0 0.0 0.13
H -0.52206 2.00678 3.98705 0.0 0.0 0.0 0.09
H -0.88307 2.53216 6.37794 0.0 0.0 0.0 0.11
H -0.50281 0.79347 8.08992 0.0 0.0 0.0 0.11
H 0.24306 -1.46379 7.42172 0.0 0.0 0.0 0.11
H 0.57051 -2.00400 5.04043 0.0 0.0 0.0 0.11
H 4.37208 -1.46221 2.28698 0.0 0.0 0.0 0.12
H 5.89871 -0.74493 0.47887 0.0 0.0 0.0 0.12
H 4.97461 0.61996 -1.41766 0.0 0.0 0.0 0.11
H 2.56197 1.10487 -1.43600 0.0 0.0 0.0 0.05
C -3.21024 0.34674 -4.31252 0.0 -0.2 0.0 -0.21
Ge -1.81893 -0.72349 -5.15737 0.2 0.0 -0.1 0.77
C -2.13385 -0.83654 -7.09086 0.0 0.0 0.1 -0.22
C -1.77153 -2.52594 -4.38348 0.0 0.1 0.0 -0.21
C -0.07831 0.22336 -4.97771 -0.3 -0.1 0.1 -0.59
Se 0.75234 0.32336 -3.20971 0.1 -0.1 -0.2 0.87
C 1.36088 -1.52562 -3.20267 0.0 0.1 0.1 -0.38
H -4.15660 -0.19449 -4.32111 0.0 0.0 0.0 0.03
H -3.34177 1.26655 -4.87025 -0.1 0.2 -0.1 0.02
H -2.94747 0.58929 -3.28394 0.0 0.0 0.1 0.00
H -3.10120 -1.29973 -7.28793 0.0 0.0 0.0 0.02
H -1.36426 -1.43761 -7.57524 0.0 0.0 0.0 0.02
H -2.13270 0.15576 -7.54236 0.0 0.0 0.0 0.02
H -2.72910 -3.00916 -4.58335 0.0 0.0 0.0 0.02
H -1.62015 -2.50063 -3.30268 0.0 0.0 0.0 0.00
H -0.98837 -3.12934 -4.84357 0.0 0.0 0.0 0.02
H -0.19164 1.25494 -5.31343 0.0 0.0 0.0 0.01
H 0.66555 -0.25078 -5.61825 0.1 0.1 0.0 0.02
H 0.50291 -2.17883 -3.33433 0.1 0.0 0.1 -0.01
H 1.83787 -1.72891 -2.24575 0.0 0.0 0.0 0.01
H 2.07628 -1.66657 -4.00913 0.0 0.0 0.0 0.03


23
Properties=species:S:1:pos:R:3:forces:R:3:nbo_charge:R:1 method="wB97M-V/def2-TZVPD" charge=+3 de_lowest_ev=0.338 e_homo_ev="-23.072 / -23.140"
O -3.33796 -0.12228 -1.39153 0.7 -0.6 2.5 -0.42
C -2.20381 -0.61061 -1.47954 -4.9 3.9 -4.7 0.96
O -1.11292 0.07380 -1.77225 2.2 -1.6 1.6 -0.56
C -0.67278 1.05592 -0.77872 0.8 1.6 1.0 -0.09
C 0.81868 1.26071 -0.90389 0.0 0.3 0.1 -0.46
C 1.73155 0.11851 -0.44347 0.0 0.2 0.1 -0.44
C 1.29043 -0.65691 0.77901 0.5 -1.0 -0.8 -0.10
O 1.11881 0.24905 1.87736 -0.6 -1.0 1.4 -0.39
C 0.71037 -0.27174 3.02074 0.6 6.9 -0.9 0.96
O 0.53208 -1.44543 3.24344 -0.4 -3.2 0.6 -0.01
O 0.45788 0.71589 3.87059 0.3 -2.3 -1.0 -0.49
H -0.97262 0.68483 0.20718 -0.1 0.1 -0.3 0.21
H -1.21713 1.97804 -1.00740 0.0 -0.2 0.0 0.28
H 1.02041 2.16379 -0.31005 0.0 -0.1 -0.2 0.29
H 1.05952 1.51036 -1.94711 0.0 0.2 0.3 0.26
H 2.73605 0.52787 -0.26926 -0.2 -0.2 -0.2 0.30
H 1.84816 -0.62203 -1.24682 0.2 -0.1 0.1 0.20
H 2.05110 -1.40066 1.04827 -0.1 0.1 -0.1 0.25
H 0.34390 -1.18939 0.61250 0.0 0.1 0.1 0.16
H 0.10987 0.34920 4.69331 -0.3 0.2 1.1 0.55
Al -0.49138 -1.64060 -2.93768 -0.6 0.3 -0.4 1.75
O -2.29048 -1.54216 -2.42472 0.5 -3.4 -1.1 -0.90
H -3.52974 -1.18615 -2.43994 1.2 -0.2 0.8 0.67


161
Properties=species:S:1:pos:R:3:forces:R:3:lowdin_charge:R:1 method="wB97M-V/def2-TZVPD" charge=+1 e_homo_ev=-10.178
C -1.75336 1.56218 4.04039 0.1 -0.3 -2.0 0.08
C -0.76069 1.26213 3.38287 0.1 -0.8 0.1 -0.10
C 0.41399 0.66523 2.51522 -1.1 1.1 0.8 -0.19
C 1.47459 1.78504 2.15079 -0.2 0.3 -1.0 -0.18
C 2.53537 1.28508 1.03728 -0.9 -0.6 0.2 -0.16
C 1.69186 1.12289 -0.30094 0.6 1.4 -0.9 -0.11
C 1.51083 2.39216 -1.12911 -1.7 -2.2 -1.6 -0.45
Br 2.29638 4.10317 -0.52196 -0.7 -1.9 -0.4 0.79
C 0.70822 2.36409 -2.42431 0.8 -2.7 3.5 -0.22
P 0.51475 3.91747 -3.45114 0.8 0.8 -3.6 0.75
O 0.77247 3.70736 -4.94486 -0.5 -0.3 2.2 -0.48
C 0.10280 1.01579 -2.78328 1.2 0.0 1.2 -0.12
C -0.78533 0.88773 -4.07602 -0.5 0.7 -0.1 -0.18
C -2.35728 1.15043 -3.76281 0.4 -0.3 -0.6 -0.12
C -3.16071 -0.12145 -4.28283 0.5 0.5 -0.4 -0.18
O -4.48357 -0.14831 -3.66734 0.9 -0.6 1.3 -0.06
C -4.40374 -0.68705 -2.37031 0.1 -0.1 1.5 -0.46
C -4.61165 0.31633 -1.14945 -0.6 -0.7 -0.5 0.00
O -4.19573 -1.86468 -2.12054 0.0 1.8 -1.2 0.07
C 0.35284 -0.19354 -1.89955 -0.4 2.5 -0.8 -0.36
S -0.39657 -1.78182 -2.48468 0.1 1.0 1.2 0.88
N 1.13843 -0.11639 -0.70632 -0.5 2.7 -1.2 -0.03
C 1.33944 -1.38402 0.08245 0.7 -0.8 0.3 -0.14
C 2.43691 -2.27139 -0.65989 -0.3 -0.1 -1.0 -0.15
C 1.99040 -3.75796 -1.00486 0.5 -1.6 0.5 -0.21
C 1.10779 -4.43313 0.09853 -0.6 1.5 0.2 -0.13
C 0.33511 -4.62619 1.03458 1.0 0.4 -0.1 0.08
H -2.84137 1.75700 4.24263 2.1 -0.2 0.2 0.05
H -0.09149 0.29379 1.56881 0.6 0.4 1.1 0.10
H 0.88599 -0.22277 3.02796 -0.5 1.0 -0.4 0.12
H 2.00928 2.22894 3.03958 -0.6 -0.8 -0.9 0.13
H 0.89233 2.64013 1.66406 0.7 -1.0 0.8 0.10
H 3.03860 0.31291 1.34760 -0.7 1.3 -0.5 0.10
H 3.38455 2.02894 0.92141 -1.3 -1.0 -0.1 0.08
H 1.45803 4.93173 -3.04827 -0.6 -0.9 0.5 -0.01
H -0.77685 4.54591 -3.29428 0.6 -0.8 0.7 0.04
H -0.70033 -0.11325 -4.59350 0.1 1.2 0.9 0.07
H -0.50644 1.66289 -4.86086 0.2 -1.0 1.3 0.10
H -2.70175 2.03496 -4.37893 0.4 -0.9 0.8 0.12
H -2.54295 1.39985 -2.67652 0.2 -0.5 -1.2 0.10
H -3.22647 -0.03149 -5.43090 -0.4 -0.4 2.3 0.12
H -2.59664 -1.06717 -4.01630 -0.8 1.0 -0.4 0.08
H -3.68258 0.91784 -0.90862 -1.2 -0.6 -0.6 0.08
H -4.82037 -0.32770 -0.23453 0.1 0.9 -1.3 0.09
H -5.50001 0.98463 -1.38933 1.3 -0.6 0.5 0.10
H -1.45644 -1.95098 -1.59551 0.9 0.5 -0.5 -0.05
H 0.32303 -1.86164 0.17026 1.3 0.3 -0.2 0.11
H 1.71139 -1.19730 1.12807 -0.6 0.3 -1.3 0.11
H 3.43608 -2.31215 -0.13246 -1.6 0.1 -0.2 0.08
H 2.64600 -1.76103 -1.66153 -0.2 -0.7 1.2 0.13
H 1.54240 -3.84318 -2.04688 0.2 0.2 1.6 0.08
H 2.94915 -4.37940 -1.05268 -1.2 0.9 0.1 0.09
H -0.21376 -4.71489 2.01278 0.8 -0.1 -1.9 0.06
C -4.82921 1.57950 7.44348 0.0 0.1 0.0 0.01
C -3.60144 0.75300 7.17421 0.2 -0.2 -0.2 -0.53
O -3.29138 0.40848 6.03926 -0.3 0.0 0.2 -0.01
N -2.82888 0.38976 8.23053 -0.3 0.1 -0.3 0.01
C -3.02427 0.69477 9.63310 0.4 -0.3 -0.1 -0.07
H -5.33503 1.78449 6.50066 0.2 -0.1 0.1 0.05
H -5.51568 1.03295 8.09290 0.0 0.2 0.1 0.10
H -4.54976 2.53075 7.90084 -0.1 -0.1 0.1 0.09
H -2.02524 -0.16201 7.96713 -0.1 0.1 0.0 0.14
H -2.14885 1.23964 9.99222 -0.2 0.1 0.2 0.08
H -3.10642 -0.24560 10.18195 -0.1 0.2 0.2 0.08
H -3.91646 1.29168 9.80334 0.1 -0.1 -0.1 0.08
C 4.94664 7.39931 -6.25102 0.0 -0.1 0.1 -0.02
C 3.92870 6.51091 -5.58743 -0.2 -0.1 0.2 -0.55
O 3.94457 6.28804 -4.37986 0.0 0.0 0.0 0.00
N 2.96981 5.94650 -6.36795 0.4 0.2 0.3 0.01
C 2.78085 6.08210 -7.79659 -0.3 -0.3 0.3 -0.07
H 5.64248 7.77321 -5.50242 -0.1 -0.1 0.0 0.07
H 5.51100 6.83454 -6.99426 0.0 0.2 -0.1 0.08
H 4.45189 8.25235 -6.71934 0.1 -0.1 -0.2 0.09
H 2.32369 5.36361 -5.85140 0.0 -0.1 -0.1 0.10
H 1.78612 6.49620 -7.97461 0.1 0.0 -0.3 0.08
H 2.83673 5.08877 -8.24701 0.0 0.1 -0.2 0.08
H 3.52818 6.72787 -8.25076 0.0 0.0 0.1 0.08
C -7.46773 1.73087 1.66075 0.0 0.0 -0.1 -0.01
C -6.11942 1.65433 2.32806 0.5 0.0 0.2 -0.55
O -5.07614 1.85157 1.71306 -0.1 0.0 -0.1 0.00
N -6.08166 1.35576 3.65200 -0.2 0.3 -0.6 0.02
C -7.19158 1.08987 4.54863 0.6 -0.2 0.2 -0.06
H -7.33460 1.97731 0.60806 0.1 0.0 0.1 0.08
H -7.97647 0.76739 1.72897 -0.1 0.1 0.1 0.09
H -8.07315 2.51169 2.12477 -0.1 -0.2 0.0 0.09
H -5.14436 1.32206 4.02839 -0.1 -0.2 0.1 0.11
H -7.15793 1.82117 5.35882 -0.3 -0.1 0.0 0.07
H -7.06003 0.09028 4.96461 -0.4 0.1 0.2 0.06
H -8.15335 1.14988 4.04592 0.1 0.0 0.0 0.08
C -6.36993 -3.17080 5.66873 0.2 0.2 0.0 0.00
C -7.76630 -2.77289 6.06715 -0.4 0.1 0.1 -0.54
O -8.09149 -1.59990 6.22206 0.1 0.0 0.0 0.00
N -8.67968 -3.75910 6.25602 0.4 0.3 -0.1 0.01
C -8.49754 -5.19167 6.12573 -0.5 0.2 0.0 -0.08
H -5.75868 -2.27513 5.55562 -0.2 0.0 0.0 0.08
H -5.92401 -3.79985 6.44066 0.0 -0.2 -0.2 0.06
H -6.38783 -3.70019 4.71415 0.1 -0.1 0.1 0.09
H -9.59101 -3.41379 6.52019 0.1 0.0 0.0 0.14
H -9.19637 -5.55738 5.36939 0.1 -0.2 0.0 0.08
H -8.73569 -5.65571 7.08451 0.2 -0.2 -0.1 0.08
H -7.48473 -5.45421 5.83987 -0.1 0.1 0.1 0.05
C -1.50637 -2.34325 -7.60418 -0.1 -0.1 0.1 0.00
C -1.33727 -0.84715 -7.60134 0.1 0.4 -0.1 -0.51
O -1.85859 -0.13349 -6.74816 0.4 -0.1 -0.4 0.00
N -0.58245 -0.28960 -8.57949 -0.3 -0.3 0.4 0.02
C 0.11032 -0.95052 -9.66715 0.1 0.5 0.0 -0.07
H -2.13408 -2.63634 -6.76331 0.0 0.1 -0.1 0.09
H -1.99244 -2.66491 -8.52689 0.1 -0.1 0.0 0.09
H -0.53564 -2.83148 -7.49795 -0.1 -0.1 -0.2 0.09
H -0.51674 0.71619 -8.51006 0.0 -0.1 0.0 0.15
H 1.17421 -0.71840 -9.58897 0.0 -0.2 -0.2 0.09
H -0.27096 -0.55332 -10.60970 0.1 -0.2 -0.1 0.09
H -0.02703 -2.02847 -9.64717 0.0 0.1 0.1 0.08
C -4.02315 -5.66574 8.59047 0.0 0.1 0.0 0.00
C -4.84360 -6.56995 7.70866 -0.3 -0.2 -0.3 -0.53
O -5.79885 -6.15694 7.06215 0.3 0.0 0.2 0.01
N -4.49658 -7.88167 7.64258 0.0 0.5 0.1 0.01
C -3.41204 -8.55963 8.32278 -0.3 -0.3 -0.3 -0.07
H -4.42198 -4.65344 8.53815 0.0 -0.2 -0.1 0.08
H -4.07384 -6.00419 9.62701 0.2 0.0 0.0 0.09
H -2.98640 -5.64709 8.24888 0.0 0.0 0.2 0.09
H -5.09238 -8.42267 7.03250 0.1 0.0 0.1 0.14
H -2.75674 -9.00252 7.56999 0.2 0.0 0.2 0.08
H -3.83555 -9.35658 8.93720 0.3 0.0 0.1 0.09
H -2.83632 -7.88559 8.95171 -0.1 0.0 -0.1 0.07
C 8.49501 10.69801 -7.45590 0.0 0.0 -0.1 -0.01
C 8.20793 9.43062 -6.69456 -0.1 -0.4 0.0 -0.55
O 7.71957 8.44595 -7.23145 0.1 0.2 0.0 0.02
N 8.50903 9.40150 -5.36772 -0.1 0.1 -0.4 0.00
C 9.08631 10.45177 -4.55418 -0.1 -0.5 0.3 -0.08
H 8.20212 10.56633 -8.49648 0.0 -0.1 0.1 0.08
H 7.92089 11.52680 -7.03708 0.2 0.1 0.0 0.09
H 9.56280 10.92288 -7.42294 -0.1 0.2 0.1 0.09
H 8.28857 8.52020 -4.92692 0.0 0.1 0.0 0.14
H 10.02057 10.08214 -4.12643 0.0 0.3 0.1 0.08
H 8.39148 10.68104 -3.74356 0.2 0.2 0.0 0.08
H 9.28331 11.35399 -5.12733 -0.1 -0.1 0.0 0.07
C 6.75110 -6.52259 0.55055 0.1 0.1 0.0 -0.01
C 5.33786 -6.01323 0.45033 -0.4 0.2 0.0 -0.54
O 5.06957 -4.81847 0.51620 0.1 0.1 -0.1 0.01
N 4.34282 -6.92286 0.28216 0.4 0.3 0.0 0.01
C 4.45071 -8.36433 0.18142 -0.5 0.2 0.0 -0.07
H 7.42864 -5.68017 0.68236 -0.2 0.0 0.0 0.08
H 6.85180 -7.18536 1.41194 0.1 -0.1 -0.1 0.09
H 7.02710 -7.04836 -0.36547 0.0 -0.1 0.1 0.09
H 3.42406 -6.50575 0.22458 0.0 -0.1 0.1 0.12
H 4.03402 -8.67456 -0.77883 0.1 -0.2 0.1 0.09
H 3.86107 -8.81058 0.98457 0.1 -0.2 -0.1 0.09
H 5.47990 -8.70556 0.25602 -0.1 0.1 0.0 0.08
C 5.80016 -1.49446 0.43338 0.0 0.0 0.1 -0.02
C 5.97978 -0.00130 0.43016 0.1 0.4 0.1 -0.53
O 5.44485 0.71848 1.26702 0.0 -0.1 -0.1 0.01
N 6.75972 0.54616 -0.53760 -0.3 -0.3 0.3 0.01
C 7.47046 -0.12660 -1.60615 0.1 0.5 0.0 -0.07
H 5.15204 -1.77387 1.26335 0.1 0.1 0.0 0.09
H 5.33065 -1.81771 -0.49672 0.3 -0.1 0.0 0.07
H 6.76159 -1.99339 0.56392 -0.1 -0.1 -0.1 0.10
H 6.83080 1.55172 -0.47332 0.1 -0.1 0.0 0.14
H 8.53402 0.09888 -1.50749 0.0 -0.2 -0.2 0.09
H 7.11161 0.26669 -2.55946 0.1 -0.2 -0.1 0.08
H 7.32541 -1.20366 -1.58160 0.0 0.1 0.1 0.08